10
Properties=species:S:1:pos:R:3:forces:R:3 method="wB97M-V/def2-TZVPD" energy_ev=-16524.221 spin_multiplicity=3 orbital_gap_ha="0.1934 / 0.3051" total_charge=+1 s2=2.01
C 0.958630 -0.211909 -0.549657 -0.4 2.6 2.1
C 0.511578 0.648446 0.425538 -0.9 -2.1 1.1
C 0.477509 -1.576758 -2.539725 1.7 -0.3 0.5
C -0.798279 0.956359 1.207183 2.5 0.3 -3.5
N 0.588041 -0.999017 -1.555425 -2.9 -1.6 -1.6
S -1.561722 0.369933 2.529477 -0.2 -0.6 0.6
H 1.929458 -0.047374 -0.872855 2.4 0.8 0.3
H 1.406675 1.148887 0.803093 -0.3 0.4 0.0
H 0.989389 -2.201451 -3.280161 -1.2 0.1 -0.1
H -1.127844 1.864579 0.704764 -0.6 0.3 0.6